The following is a quantum chemistry calculation of a structure of composition C3H8BrCuO5SV, from the OMol25 dataset.

Geometry as XYZ:
```
20
Properties=species:S:1:pos:R:3
O 21.558 11.922 25.240
V 22.058 13.333 24.758
O 23.439 13.175 23.940
Cu 22.435 14.333 29.944
Br 22.976 13.896 27.401
O 26.834 14.852 29.197
S 26.079 14.376 30.327
O 24.614 14.311 30.178
O 26.632 12.923 30.737
C 27.112 12.061 29.703
C 26.021 11.471 28.813
C 26.413 15.283 31.837
H 27.528 11.229 30.277
H 27.934 12.472 29.116
H 26.522 10.683 28.246
H 25.503 12.150 28.138
H 25.270 10.974 29.432
H 27.487 15.413 31.901
H 25.910 14.761 32.647
H 25.881 16.226 31.702
```

The max |F| is 4.01 eV/A. The spin multiplicity is 2. Its net charge is +2. Its HOMO energy (spin up / spin down) is -17.205 / -17.198 eV. The value obtained for the gap between HOMO and LUMO (spin up / spin down) is 7.0 / 4.0 eV. As for the expectation value of S²: 0.755.

Mulliken population analysis, charges in e, atoms 1 to 5:
1 O -0.417
2 V 1.519
3 O -0.408
4 Cu 0.777
5 Br 0.250


The following is a quantum chemistry calculation of the ion C3H8BrN2 with charge +1, from the OMol25 dataset.

Geometry as XYZ:
```
14
Properties=species:S:1:pos:R:3
C 0.745 -0.438 -0.889
C -1.390 -0.052 0.430
C 1.863 -0.029 -0.288
N -0.425 0.278 -1.037
N -0.565 -0.248 1.437
Br 1.923 1.822 0.264
H 0.664 -1.485 -1.121
H -2.071 -0.825 0.176
H -1.883 0.908 0.423
H -0.434 1.167 -0.581
H 2.848 -0.535 -0.295
H -0.903 0.157 -1.960
H 0.054 0.497 1.701
H -0.424 -1.217 1.741
```

The max |F| is 2.49 eV/A. Its net charge is +1. For the relative energy (zero: lowest compared OMol25 entry of this formula, charge and spin), the calculation gives 2.303 eV. Its HOMO energy is -14.027 eV. The value obtained for the gap between HOMO and LUMO is 10.6 eV. Its structure (SMILES) is NC[NH2+]/C=C\Br.

Mulliken population analysis, charges in e, atoms 1 to 5:
1 C -0.386
2 C -0.593
3 C -0.237
4 N -0.166
5 N -0.221


The following is a quantum chemistry calculation of a structure of composition C3H8BrNaO3S, from the OMol25 dataset.

Geometry as XYZ:
```
17
Properties=species:S:1:pos:R:3
Na -1.763 2.991 -1.116
Br -0.037 2.792 -3.355
O -0.729 1.206 0.038
S 0.646 0.948 0.355
O 1.371 1.939 1.064
O 0.698 -0.315 1.265
C -0.018 -1.528 0.884
C -1.506 -1.464 1.122
C 1.479 0.485 -1.082
H 0.452 -2.281 1.510
H 0.219 -1.772 -0.151
H -2.043 -1.120 0.239
H -1.738 -0.745 1.908
H -1.902 -2.433 1.420
H 2.480 0.180 -0.794
H 1.492 1.385 -1.701
H 0.897 -0.267 -1.606
```

The max |F| is 1.16 eV/A. Its net charge is 0. For the relative energy (zero: lowest compared OMol25 entry of this formula, charge and spin), the calculation gives 0.000 eV. Its HOMO energy is -8.163 eV. The value obtained for the gap between HOMO and LUMO is 7.5 eV.

Mulliken population analysis, charges in e, atoms 1 to 5:
1 Na 0.822
2 Br -0.728
3 O -0.739
4 S 1.308
5 O -0.668


The following is a quantum chemistry calculation of a cluster of 2 separate species, C3H8ClF3NOSi in total, from the OMol25 dataset.

Geometry as XYZ:
```
18
Properties=species:S:1:pos:R:3
N -0.919 -0.460 -0.997
C 0.304 -0.294 -0.072
Si 0.262 -1.753 1.185
Cl 1.236 -3.492 0.371
C 0.935 -1.333 2.940
F 2.425 -1.526 3.022
F 0.662 0.060 3.393
F 0.318 -2.343 3.878
H -1.660 -1.028 -0.517
H -1.296 0.526 -1.127
H 0.246 0.733 0.515
H 1.264 -0.312 -0.772
H -1.153 -2.122 1.354
C -0.545 2.659 -2.603
O -1.219 2.300 -1.521
H -1.037 3.361 -3.296
H 0.423 3.167 -2.451
H -0.247 1.858 -3.301
```

The max |F| is 4.71 eV/A. Its net charge is -1. Its HOMO energy is -2.847 eV. The value obtained for the gap between HOMO and LUMO is 5.7 eV.

Mulliken population analysis, charges in e, atoms 1 to 5:
1 N -0.606
2 C -0.379
3 Si 0.489
4 Cl -0.307
5 C 0.635